{"formula": "C34H26CuN7PS4", "method": "ωB97M-V/def2-TZVPD", "charge": -1, "mol_weight_g_mol": 755.419, "e_above_lowest_kcal_mol": 0.00, "orbital_gap_ha": 0.1876, "elements": ["Cu", "S", "C", "C", "C", "C", "C", "C", "N", "C", "C", "C", "C", "C", "C", "C", "C", "N", "C", "C", "C", "C", "C", "S", "C", "H", "H", "H", "H", "H", "H", "H", "H", "H", "H", "H", "H", "S", "C", "C", "C", "C", "N", "C", "C", "C", "S", "C", "N", "H", "H", "C", "N", "C", "N", "C", "N", "C", "P", "C", "C", "H", "H", "H", "H", "H", "H", "H", "H", "H", "H", "H", "H"], "positions_angstrom": [[0.07766, -0.33785, 0.07065], [-0.61680, -0.34186, 7.44742], [-2.24888, -0.33976, 7.97677], [-3.11525, -0.35133, 6.93167], [-2.45687, -0.36211, 5.67719], [-1.09313, -0.35862, 5.77403], [-0.10308, -0.36320, 4.70311], [-0.52000, -0.40914, 3.35567], [0.29965, -0.39982, 2.33706], [1.62725, -0.35077, 2.55675], [2.15954, -0.32133, 3.86287], [3.58052, -0.28486, 4.03075], [4.40495, -0.27583, 2.96185], [3.89260, -0.29726, 1.62306], [4.72881, -0.28222, 0.50720], [4.17701, -0.30673, -0.76536], [2.78028, -0.33889, -0.86314], [1.95580, -0.34520, 0.17080], [2.49704, -0.33106, 1.42168], [5.00086, -0.29927, -1.97215], [4.60201, -0.29797, -3.28008], [5.67894, -0.28816, -4.20119], [6.89125, -0.28206, -3.58928], [6.73625, -0.28907, -1.88085], [1.26096, -0.32445, 4.93311], [-2.45781, -0.32931, 9.03426], [-4.19048, -0.35109, 7.03641], [-2.99461, -0.37015, 4.73874], [-1.57514, -0.45726, 3.11480], [3.98109, -0.26362, 5.03780], [5.48097, -0.24933, 3.08862], [5.80353, -0.25373, 0.64049], [2.29561, -0.37146, -1.83096], [3.56293, -0.30620, -3.57915], [5.55081, -0.28652, -5.27401], [7.87049, -0.27526, -4.03980], [1.63877, -0.29455, 5.94902], [-1.47172, -1.94878, -0.13437], [-2.67710, -1.04379, 0.73972], [-3.66670, -1.73690, 1.44257], [-4.60999, -1.08649, 2.23334], [-5.52904, -1.84330, 3.01671], [-6.25091, -2.46263, 3.66643], [-4.60595, 0.32063, 2.29103], [-3.64885, 1.02577, 1.56456], [-2.66525, 0.38094, 0.81396], [-1.42352, 1.34424, 0.05593], [-5.53724, 1.01781, 3.11254], [-6.27591, 1.59112, 3.78561], [-3.66977, -2.81750, 1.39397], [-3.63611, 2.10638, 1.61155], [-0.23941, 1.72799, -5.66368], [-0.62408, 2.22441, -4.35166], [-2.05591, 1.99090, -4.15897], [-2.44855, 0.59819, -4.35124], [-2.00669, 0.15825, -5.66398], [-0.57153, 0.32411, -5.88975], [0.20228, -0.55073, -5.00740], [-0.05630, -0.26481, -3.15773], [0.15889, 1.59739, -3.28814], [-1.92489, -0.25186, -3.28205], [0.83815, 1.86229, -5.79456], [-0.76100, 2.32213, -6.42027], [-2.59887, 2.60391, -4.88519], [-2.32877, 2.29666, -3.14768], [-2.53420, 0.74625, -6.42165], [-2.26518, -0.89535, -5.79422], [1.26502, -0.42169, -5.24191], [-0.05912, -1.58906, -5.23248], [1.21929, 1.81768, -3.45907], [-0.13022, 2.03183, -2.33092], [-2.31135, 0.09134, -2.32427], [-2.26305, -1.28005, -3.43251]], "mulliken_charge": [-0.1603, -0.2302, -0.3236, -0.6624, -0.1458, 0.3771, 0.4301, 0.3052, -0.1419, -0.0253, 1.0202, -0.9578, -1.1092, 1.0189, -0.7785, 0.7969, 0.8963, -0.6662, -0.2193, 0.2742, -0.1796, -0.5777, -0.3524, -0.2150, -0.8563, 0.4345, 0.4131, 0.2877, -0.4317, 0.4076, 0.3964, 0.4199, -0.7790, 0.3737, 0.3823, 0.4396, 0.4270, -0.5647, 0.2754, -0.8578, 0.7195, -0.2084, -0.6224, 0.6300, -0.9677, 0.5677, -0.6085, -0.1255, -0.6326, 0.5425, 0.5478, -0.9773, 0.0732, -0.9747, 0.0932, -0.9742, 0.0866, -0.9273, 0.5917, -0.8437, -0.6730, 0.3941, 0.3026, 0.2702, 0.4692, 0.3432, 0.3926, 0.2706, 0.4658, 0.4245, 0.5171, 0.2626, 0.4294]}

{"formula": "C34H27AlClGeN4O4", "method": "ωB97M-V/def2-TZVPD", "spin_multiplicity": 2, "mol_weight_g_mol": 690.659, "e_above_lowest_kcal_mol": 3.52, "orbital_gap_ha": [0.1740, 0.3016], "elements": ["Al", "O", "C", "N", "C", "O", "C", "C", "C", "C", "C", "N", "C", "C", "C", "C", "C", "N", "H", "H", "H", "H", "H", "H", "H", "H", "C", "C", "C", "C", "C", "C", "Ge", "C", "C", "C", "C", "C", "C", "C", "C", "C", "C", "C", "C", "H", "H", "H", "H", "H", "H", "H", "H", "H", "H", "H", "H", "H", "H", "H", "O", "C", "C", "C", "C", "O", "N", "H", "H", "H", "H", "Cl"], "positions_angstrom": [[1.83469, 0.38477, -1.14188], [5.67718, 0.28656, -1.99198], [4.46001, 0.21924, -1.98870], [3.59942, 1.00921, -1.18440], [3.89663, 2.15163, -0.55357], [4.93822, 2.69968, -0.29274], [2.58665, 2.88457, -0.23228], [2.60781, 4.14404, 0.32642], [1.41541, 4.83543, 0.45613], [0.24316, 4.24973, 0.01349], [0.29720, 2.97288, -0.50587], [1.44512, 2.29482, -0.61735], [3.65883, -0.64002, -2.82969], [4.24690, -1.48770, -3.78122], [3.47885, -2.24604, -4.61418], [2.05210, -2.16516, -4.48766], [1.51013, -1.35797, -3.54675], [2.24785, -0.57107, -2.70062], [3.56836, 4.54465, 0.61635], [1.40270, 5.82963, 0.88252], [-0.70648, 4.75859, 0.07804], [-0.59196, 2.47086, -0.85107], [5.32733, -1.49355, -3.82117], [3.93127, -2.89416, -5.35087], [1.39783, -2.74952, -5.11810], [0.43773, -1.31218, -3.42340], [-1.15849, 3.52744, 3.10064], [-0.23815, 2.49296, 2.99978], [-0.51367, 1.40955, 2.18142], [-1.70201, 1.35284, 1.45315], [-2.61895, 2.39708, 1.55851], [-2.34609, 3.48081, 2.38299], [-2.05550, -0.17037, 0.32562], [-3.73556, -0.10236, -0.62115], [-4.01759, 0.90931, -1.53822], [-5.24749, 0.95543, -2.17416], [-6.20703, -0.00916, -1.89664], [-5.93691, -1.01956, -0.98757], [-4.70356, -1.06750, -0.35166], [-1.67584, -1.86720, 1.14824], [-1.55099, -1.95254, 2.53492], [-1.36318, -3.18429, 3.14528], [-1.29306, -4.33414, 2.37150], [-1.40227, -4.25528, 0.99020], [-1.59623, -3.02657, 0.38002], [-0.95008, 4.37485, 3.74091], [0.69845, 2.52555, 3.53992], [0.22224, 0.61986, 2.09837], [-3.54811, 2.36823, 1.00081], [-3.06268, 4.28714, 2.46758], [-3.27084, 1.65990, -1.77122], [-5.45750, 1.73953, -2.88910], [-7.16623, 0.02604, -2.39539], [-6.68295, -1.77346, -0.77582], [-4.49583, -1.86506, 0.35136], [-1.60820, -1.05864, 3.14593], [-1.27124, -3.24567, 4.22158], [-1.14289, -5.29497, 2.84617], [-1.32256, -5.14813, 0.38561], [-1.65505, -2.97465, -0.69968], [2.68208, 0.66326, 1.85465], [2.47268, -0.48270, 1.50950], [2.80805, -1.72478, 2.31198], [2.27718, -2.87085, 1.46341], [1.69557, -2.19790, 0.23032], [1.13786, -2.75955, -0.67786], [1.87970, -0.82373, 0.31812], [2.34609, -1.64462, 3.29605], [3.88783, -1.74928, 2.46082], [1.48857, -3.44857, 1.94246], [3.04578, -3.57021, 1.13575], [-0.60829, 0.01307, -1.45452]], "mulliken_spin": [-0.0851, 0.1555, 0.0271, 0.0117, -0.0035, 0.0092, -0.0029, 0.0010, -0.0003, 0.0015, 0.0059, -0.0093, 0.3639, -0.1014, 0.2319, 0.0482, 0.0328, 0.2375, 0.0001, 0.0001, 0.0001, -0.0011, 0.0009, 0.0241, 0.0027, 0.0187, -0.0001, 0.0000, 0.0018, -0.0006, 0.0001, 0.0000, -0.0005, -0.0001, -0.0001, 0.0000, 0.0000, 0.0000, 0.0000, 0.0001, 0.0000, 0.0000, 0.0000, 0.0002, -0.0007, 0.0000, -0.0001, -0.0004, 0.0000, 0.0000, 0.0000, 0.0000, 0.0000, 0.0000, 0.0000, 0.0000, 0.0000, 0.0000, 0.0000, 0.0003, 0.0000, 0.0023, 0.0001, -0.0013, 0.0203, -0.0031, 0.0082, 0.0000, 0.0000, 0.0004, -0.0001, 0.0041]}

{"formula": "C34H27AsBrN3NaO5S", "method": "ωB97M-V/def2-TZVPD", "charge": -1, "mol_weight_g_mol": 767.489, "e_above_lowest_kcal_mol": 0.00, "orbital_gap_ha": 0.2480, "elements": ["Na", "O", "C", "O", "C", "C", "C", "C", "C", "N", "H", "H", "H", "H", "O", "N", "C", "C", "C", "C", "C", "S", "H", "H", "H", "H", "O", "C", "C", "C", "N", "C", "Br", "C", "H", "H", "H", "H", "O", "As", "C", "C", "C", "C", "C", "C", "C", "C", "C", "C", "C", "C", "C", "C", "C", "C", "C", "C", "H", "H", "H", "H", "H", "H", "H", "H", "H", "H", "H", "H", "H", "H", "H"], "positions_angstrom": [[0.13549, 2.38598, 0.71304], [3.84086, 1.26495, 1.62327], [2.97989, 2.10567, 1.31265], [2.19243, 2.73856, 2.04931], [2.97167, 2.46634, -0.20564], [4.24208, 2.45083, -0.76682], [4.41557, 2.77752, -2.09232], [3.29116, 3.07817, -2.85476], [2.06692, 3.07062, -2.20826], [1.89311, 2.77588, -0.92008], [5.07526, 2.15420, -0.14184], [5.40227, 2.78864, -2.52990], [3.33350, 3.31373, -3.91236], [1.14657, 3.31170, -2.73265], [-1.98860, 1.12410, 0.84026], [-2.60455, 1.92201, 1.67233], [-3.10736, 1.37602, 2.80228], [-3.84789, 2.09919, 3.69995], [-4.06170, 3.45293, 3.40248], [-3.47423, 4.00082, 2.29124], [-2.65848, 3.26931, 1.39572], [-1.82380, 4.01404, 0.10061], [-2.85759, 0.32684, 2.86800], [-4.21214, 1.62243, 4.58727], [-4.66914, 4.08401, 4.05294], [-3.55510, 5.04942, 2.05342], [5.09262, -0.65090, 3.63644], [3.94759, -1.08559, 3.07915], [3.92040, -1.78503, 1.89007], [2.68026, -2.14995, 1.39643], [1.51428, -1.87209, 1.98205], [1.58072, -1.17095, 3.09849], [-0.08528, -0.56124, 3.86853], [2.74549, -0.75812, 3.71483], [5.72996, -0.52105, 2.92762], [4.81772, -2.03881, 1.35818], [2.58454, -2.67216, 0.44386], [2.75286, -0.14145, 4.58893], [0.87244, 0.12049, -0.13582], [-0.37728, -0.80978, -0.72462], [0.44589, -1.91111, -2.03453], [1.64841, -1.39142, -2.51540], [2.30077, -2.04476, -3.54597], [1.74324, -3.21214, -4.06761], [0.53375, -3.71366, -3.58125], [-0.14388, -3.05261, -2.55982], [-1.38361, -2.00735, 0.43373], [-0.76096, -3.20035, 0.78626], [-1.40108, -4.09240, 1.63859], [-2.65915, -3.78718, 2.15064], [-3.27422, -2.59062, 1.80060], [-2.64723, -1.71862, 0.91666], [-1.72455, 0.13348, -1.75060], [-2.88674, -0.53454, -2.09500], [-3.87282, 0.11203, -2.81325], [-3.70155, 1.44138, -3.20914], [-2.53143, 2.10916, -2.86201], [-1.54042, 1.45553, -2.14178], [2.02822, -0.49908, -2.05013], [3.25089, -1.67475, -3.91570], [2.24795, -3.72057, -4.87680], [0.09896, -4.60222, -4.03374], [-1.09173, -3.42552, -2.18115], [0.22396, -3.44228, 0.38349], [-0.91103, -5.00674, 1.93723], [-3.14937, -4.46840, 2.82182], [-4.26570, -2.37288, 2.17823], [-3.14016, -0.79849, 0.64229], [-3.04777, -1.56829, -1.79565], [-4.78524, -0.39557, -3.07906], [-4.46996, 1.93402, -3.79922], [-2.41735, 3.14198, -3.10493], [-0.61863, 1.97668, -1.90107]], "mulliken_charge": [0.5843, -0.6524, 0.2497, -0.8515, 0.8864, -0.6235, -0.3063, -0.9718, -0.2314, -0.1062, 0.4102, 0.4164, 0.4101, 0.4470, -0.1776, -0.0746, -0.0654, -1.0785, -0.0992, -0.8688, 0.4733, -0.4295, 0.3844, 0.4221, 0.3267, 0.4006, -0.5840, 0.6295, -0.4135, -0.4462, 0.0201, -0.1224, -0.1838, -0.3425, 0.3447, 0.3423, 0.2717, 0.4151, 0.2299, 1.3043, 0.4227, -0.6024, -0.6879, -0.4904, -0.7234, -0.1690, 0.5104, -0.4140, -0.8727, -0.6769, -0.8927, -0.6901, 0.4681, -0.3295, -0.7813, -0.5924, -0.5155, 0.0505, 0.4587, 0.4315, 0.3690, 0.3904, 0.3442, 0.2824, 0.4126, 0.4094, 0.4252, 0.7913, 0.3340, 0.4095, 0.3713, 0.4362, -0.2192]}